Density functional theory data (wB97M-V/def2-TZVPD) for C6H15NO in the gas phase.

Results
**Orbital gap**: 9.61 eV
**SMILES**: CC(C)C[C@@H](N)CO
**ΔE to the lowest compared entry with this formula, charge and spin**: 56.0 kcal per mole

Last column: Löwdin charge in e.
CARTESIAN COORDINATES (ANGSTROEM)
C  1.374  -0.030  1.739  -0.107
H  2.625  0.804  -1.554  0.096
H  -2.543  1.230  0.535  0.094
C  -1.151  -0.125  0.008  -0.382
H  3.304  -0.222  -0.337  0.078
H  -2.166  -0.376  -1.799  0.108
C  2.646  0.683  -0.393  -0.130
H  0.534  -1.245  -0.710  0.076
C  1.344  0.545  0.336  -0.439
C  0.276  -0.251  -0.622  -0.136
H  0.475  0.158  2.321  0.064
H  3.214  1.621  -0.025  0.094
H  -3.377  -2.177  -0.079  0.072
H  2.100  0.595  2.312  0.084
H  -1.902  1.608  -0.922  0.063
N  -1.662  1.247  -0.021  0.046
O  -3.252  -1.278  -0.398  -0.104
H  -1.461  -2.030  -1.142  0.107
C  -1.944  -1.084  -1.014  -0.172
H  0.767  1.588  0.467  0.155
H  -1.082  -0.546  0.999  0.119
H  0.156  0.355  -1.566  0.127
H  1.726  -1.073  1.865  0.087

Forces on the atoms, in the same order (eV/Å):
C 1.7 0.7 1.0
H -0.7 0.1 2.0
H 0.9 0.3 -0.7
C 1.2 -1.6 -3.4
H -0.4 0.7 0.6
H 0.4 -0.7 -1.1
C 2.3 1.1 -1.4
H 0.7 -2.1 -0.6
C -3.9 0.8 -1.6
C -0.4 5.2 2.1
H -0.4 -0.3 -0.4
H -0.5 -1.7 -0.4
H 0.3 0.1 -0.1
H -0.1 -0.5 -0.3
H 0.1 -0.2 -0.7
N -0.8 -0.9 2.4
O -0.2 -0.3 -0.5
H 0.4 -0.3 -0.8
C -1.7 2.1 4.0
H 1.6 -2.0 -0.5
H -0.6 0.1 0.4
H 0.8 -1.1 0.5
H -0.4 0.4 -0.4